[1]
Below is a 2-piece molecular cluster, CBrClFN3 overall at a distorted geometry, with properties calculated with ωB97M-V/def2-TZVPD.

```
! RIJCOSX wB97M-V def2-TZVPD def2/J DEFGRID3
* xyz 0 1
F 1.02463 1.69477 -1.31548
Cl -1.44571 2.34662 0.21637
N -0.02506 0.25892 0.18823
C 0.52268 -0.90049 0.08559
N 1.11718 -1.88947 0.04511
Br -2.84726 -0.44982 -0.28148
N -1.16509 0.68171 0.30340
*
```

For the LUMO energy (spin up / spin down), the calculation gives -4.029 / -4.030 eV. The orbital gap (spin up / spin down) is 5.85 / 5.85 eV. For the total energy, the calculation gives -90781.4009 eV. The value obtained for the maximum force is 0.074 hartree/bohr. The HOMO energy (spin up / spin down) is -9.878 / -9.884 eV. Its relative energy (zero: lowest compared OMol25 entry of this formula, charge and spin) is 82.2 kcal/mol.

[2]
Below is CBrClI2 as an isolated structure at a distorted geometry, with properties calculated with ωB97M-V/def2-TZVPD.

```
! RIJCOSX wB97M-V def2-TZVPD def2/J DEFGRID3
* xyz 0 1
Br -0.09027 -1.72426 1.13160
Cl 0.21827 -0.20429 -2.44288
I 1.76479 0.84512 0.03853
I -1.89247 0.99724 0.61696
C -0.00032 0.08619 0.65579
*
```

For the LUMO energy (spin up / spin down), the calculation gives -3.024 / -3.029 eV. The orbital gap (spin up / spin down) is 5.27 / 5.26 eV. For the total energy, the calculation gives -99799.6090 eV. The value obtained for the maximum force is 0.026 hartree/bohr. The HOMO energy (spin up / spin down) is -8.289 / -8.285 eV. Its relative energy (zero: lowest compared OMol25 entry of this formula, charge and spin) is 54.5 kcal/mol.

[3]
Below is an isolated ion of composition CBrClNO5S and charge -1 at a distorted geometry, with properties calculated with ωB97M-V/def2-TZVPD.

```
! RIJCOSX wB97M-V def2-TZVPD def2/J DEFGRID3
* xyz -1 1
C 1.91645 -0.36204 -0.02199
Cl 2.70990 -1.84958 0.10809
O 0.00672 0.72751 -0.21083
S -1.83940 0.54007 0.07936
O -2.35245 -0.21202 -1.03837
N 0.64151 -0.42382 -0.17986
Br 2.80051 1.25286 -0.04179
O -1.93940 -0.13419 1.33720
O 0.07274 -1.48380 -0.11766
O -2.01657 1.94500 0.08584
*
```

For the LUMO energy, the calculation gives 2.867 eV. The SMILES is O=S(=O)([O-])O/[N+]([O-])=C(/Cl)Br. The orbital gap is 7.87 eV. For the total energy, the calculation gives -106162.9316 eV. The value obtained for the maximum force is 0.053 hartree/bohr. The HOMO energy is -5.008 eV. Its relative energy (zero: lowest compared OMol25 entry of this formula, charge and spin) is 6.8 kcal/mol.

[4]
Below is CBrF2NO2 in the gas phase at a distorted geometry, with properties calculated with ωB97M-V/def2-TZVPD.

```
! RIJCOSX wB97M-V def2-TZVPD def2/J DEFGRID3
* xyz 0 1
C -0.68579 -0.31228 0.53361
Br -2.11268 0.30475 -0.25306
F -0.56685 -0.25228 1.85380
N 0.40584 -0.85332 -0.25559
F -1.52875 2.35072 -0.33472
O 0.35422 -1.03994 -1.42409
O 1.37386 -0.93443 0.40776
*
```

For the LUMO energy (spin up / spin down), the calculation gives -2.750 / -2.631 eV. The orbital gap (spin up / spin down) is 7.83 / 8.74 eV. For the total energy, the calculation gives -82091.8347 eV. The value obtained for the maximum force is 0.074 hartree/bohr. The HOMO energy (spin up / spin down) is -10.580 / -11.375 eV. Its relative energy (zero: lowest compared OMol25 entry of this formula, charge and spin) is 97.2 kcal/mol.

[5]
Below is a 2-piece molecular cluster, CBrFO6S2 overall at a distorted geometry, with properties calculated with ωB97M-V/def2-TZVPD.

```
! RIJCOSX wB97M-V def2-TZVPD def2/J DEFGRID3
* xyz -2 3
O 1.28929 1.81994 0.29853
Br -2.74152 -0.53284 -0.20043
F 0.20443 -0.02191 -1.75796
O -0.78857 2.44822 -0.74206
C -0.06838 0.04186 -0.46368
O -0.24742 -2.37591 -0.46403
S 0.69900 -1.45437 0.14150
O 0.58189 -1.36477 1.62896
S -0.15606 1.59367 0.28150
O -0.86274 1.49485 1.51434
O 2.09007 -1.64874 -0.23666
*
```

As for the expectation value of S²: 2.007. For the LUMO energy (spin up / spin down), the calculation gives 5.558 / 3.379 eV. The orbital gap (spin up / spin down) is 5.91 / 5.30 eV. For the total energy, the calculation gives -107749.7598 eV. The value obtained for the maximum force is 0.093 hartree/bohr. The HOMO energy (spin up / spin down) is -0.350 / -1.919 eV.

[6]
Below is CBrI3O2S as an isolated structure at a distorted geometry, with properties calculated with ωB97M-V/def2-TZVPD.

```
! RIJCOSX wB97M-V def2-TZVPD def2/J DEFGRID3
* xyz 0 3
I 1.78449 -0.51070 1.92806
O -1.13441 0.68130 -1.26920
O -1.65719 0.79965 1.19168
I 1.66401 -1.33644 -1.48124
Br -2.11704 -1.92953 0.05452
I 1.33622 2.09794 -0.48051
S -1.07362 0.14515 0.07178
C 1.19754 0.05263 -0.01508
*
```

As for the expectation value of S²: 2.027. For the LUMO energy (spin up / spin down), the calculation gives -1.594 / -5.549 eV. The orbital gap (spin up / spin down) is 5.39 / 3.60 eV. For the total energy, the calculation gives -110305.8376 eV. The value obtained for the maximum force is 0.039 hartree/bohr. The HOMO energy (spin up / spin down) is -6.988 / -9.152 eV.